DFT (ωB97M-V/def2-TZVPD) results for C48H43N2O4ReS3Sb as an isolated structure.

Geometry (Å):
Re  0.194  0.075  -1.313
O  -0.383  0.183  -3.326
C  0.423  0.156  -4.335
C  0.008  0.718  -5.564
C  0.829  0.720  -6.665
C  2.109  0.161  -6.604
C  2.530  -0.435  -5.443
C  1.719  -0.471  -4.294
C  2.104  -1.276  -3.191
N  1.510  -1.271  -2.027
N  1.685  -2.351  -1.261
C  0.681  -2.588  -0.464
O  -0.328  -1.775  -0.377
C  0.761  -3.874  0.239
C  2.014  -4.254  0.724
C  2.181  -5.494  1.305
C  1.106  -6.367  1.390
C  -0.130  -6.008  0.876
C  -0.311  -4.760  0.305
H  -0.984  1.139  -5.623
H  0.488  1.163  -7.588
H  2.747  0.165  -7.472
H  3.501  -0.901  -5.393
H  2.846  -2.055  -3.351
H  2.840  -3.566  0.631
H  3.150  -5.780  1.685
H  1.244  -7.341  1.832
H  -0.955  -6.704  0.912
H  -1.266  -4.494  -0.123
O  -1.546  1.295  -0.714
S  -2.701  2.257  -0.859
C  -2.255  3.485  -2.191
C  -0.776  3.519  -2.518
C  0.089  3.944  -1.334
C  1.496  4.307  -1.770
S  2.417  2.834  -2.442
O  1.573  1.633  -2.081
C  3.773  2.849  -1.248
C  5.073  3.014  -1.703
C  6.107  3.028  -0.781
C  5.841  2.869  0.570
C  4.537  2.695  1.008
C  3.495  2.693  0.099
C  -3.978  1.478  -1.874
C  -3.668  0.594  -2.894
C  -4.681  0.173  -3.741
C  -5.974  0.643  -3.566
C  -6.275  1.510  -2.527
C  -5.274  1.929  -1.668
H  -2.611  4.445  -1.819
H  -2.824  3.226  -3.082
H  -0.635  4.227  -3.337
H  -0.463  2.539  -2.883
H  0.142  3.137  -0.600
H  -0.356  4.812  -0.841
H  2.064  4.720  -0.940
H  1.483  5.025  -2.589
H  5.275  3.129  -2.756
H  7.121  3.159  -1.118
H  6.649  2.881  1.284
H  4.321  2.565  2.055
H  2.478  2.549  0.433
H  -2.654  0.249  -3.041
H  -4.468  -0.512  -4.548
H  -6.750  0.337  -4.249
H  -7.285  1.865  -2.389
H  -5.491  2.609  -0.858
S  0.993  0.517  0.887
Sb  -0.272  -0.596  2.581
C  1.469  -0.867  3.834
C  1.955  0.105  4.693
C  3.155  -0.104  5.355
C  3.879  -1.265  5.142
C  3.393  -2.232  4.278
C  2.187  -2.037  3.625
C  -1.732  0.887  3.184
C  -3.011  0.773  2.656
C  -3.972  1.719  2.979
C  -3.658  2.769  3.826
C  -2.388  2.861  4.370
C  -1.419  1.924  4.048
C  -1.456  -2.408  2.791
C  -1.358  -2.990  4.043
C  -2.180  -4.058  4.358
C  -3.086  -4.533  3.425
C  -3.181  -3.935  2.181
C  -2.369  -2.857  1.858
H  1.410  1.021  4.865
H  3.528  0.645  6.037
H  4.824  -1.411  5.642
H  3.957  -3.138  4.109
H  1.805  -2.802  2.959
H  -3.268  -0.055  2.007
H  -4.968  1.633  2.571
H  -4.403  3.515  4.062
H  -2.147  3.666  5.047
H  -0.435  2.004  4.486
H  -0.658  -2.611  4.773
H  -2.117  -4.510  5.335
H  -3.722  -5.368  3.673
H  -3.896  -4.305  1.461
H  -2.441  -2.388  0.886

Computed properties:
Multiplicity: 4
Electronic energy (Ha): -3777.91995
Net charge: +2
Expectation value of S²: 3.780
LUMO level (spin up / spin down) (eV): -5.19 / -6.22
Gap between HOMO and LUMO (spin up / spin down) (Ha): 0.26549 / 0.24435

DFT (ωB97M-V/def2-TZVPD) results for a 2-piece molecular cluster, C2H9NO2 overall.

Geometry (Å):
C  0.215  -1.521  -0.804
N  1.225  -1.144  0.243
C  2.211  -0.111  0.008
O  1.876  1.079  -0.772
H  0.789  -1.631  -1.739
H  -0.185  -2.437  -0.513
H  -0.502  -0.862  -1.121
H  0.921  -1.284  1.281
H  3.031  -0.667  -0.502
H  2.591  0.307  1.123
H  0.995  1.218  -0.374
H  -3.916  2.245  0.455
H  -4.521  2.633  1.758
O  -4.731  2.174  0.958

Computed properties:
SMILES string: CNCO.O
Electronic energy (Ha): -286.76560
Net charge: 0
LUMO level (eV): 0.44
Gap between HOMO and LUMO (Ha): 0.34321

DFT (ωB97M-V/def2-TZVPD) results for a 5-piece molecular cluster, C32H64N3O3 overall.

Geometry (Å):
C  4.872  1.527  0.381
C  5.112  2.911  -0.222
O  5.472  3.018  -1.356
O  4.958  4.054  0.564
C  3.689  4.699  0.440
C  2.648  3.914  -0.337
C  2.451  4.030  -1.742
N  1.598  3.430  -2.497
N  0.828  2.563  -1.871
C  0.953  2.357  -0.589
O  0.104  1.380  -0.093
C  -0.455  1.776  1.040
N  -0.731  1.850  2.166
C  1.817  2.985  0.294
H  3.860  1.172  0.155
H  5.576  0.838  -0.087
H  4.987  1.578  1.468
H  3.804  5.692  -0.011
H  3.296  4.816  1.459
H  3.112  4.727  -2.258
H  0.136  2.049  -2.416
H  1.885  2.778  1.358
C  0.273  5.662  2.845
C  0.701  6.685  3.891
C  1.843  6.194  4.780
C  1.522  4.959  5.625
C  0.324  5.106  6.561
C  0.509  6.194  7.615
H  -0.113  4.750  3.304
H  -0.518  6.072  2.213
H  1.117  5.393  2.198
H  -0.161  6.970  4.498
H  1.028  7.594  3.379
H  2.154  7.012  5.434
H  2.712  5.968  4.151
H  2.407  4.711  6.219
H  1.353  4.099  4.968
H  0.165  4.152  7.069
H  -0.586  5.303  5.987
H  1.391  5.995  8.228
H  -0.357  6.233  8.276
H  0.622  7.181  7.163
C  -0.815  -5.174  -0.932
C  0.511  -4.796  -1.584
C  1.495  -4.140  -0.616
C  1.028  -2.816  -0.010
C  0.683  -1.720  -1.017
C  1.871  -1.290  -1.875
H  -1.348  -4.297  -0.557
H  -1.466  -5.669  -1.654
H  -0.657  -5.861  -0.098
H  0.324  -4.141  -2.442
H  0.973  -5.701  -1.986
H  2.448  -3.990  -1.132
H  1.705  -4.837  0.201
H  1.816  -2.448  0.657
H  0.158  -2.994  0.628
H  0.319  -0.850  -0.468
H  -0.139  -2.040  -1.664
H  2.692  -0.925  -1.250
H  1.576  -0.481  -2.552
H  2.245  -2.110  -2.488
C  -1.278  -1.214  -4.953
C  -1.653  -2.677  -5.157
C  -0.514  -3.520  -5.726
C  -0.027  -3.106  -7.116
C  -1.098  -3.103  -8.205
C  -1.706  -4.478  -8.460
H  -1.026  -0.725  -5.895
H  -2.116  -0.668  -4.511
H  -0.421  -1.124  -4.278
H  -2.535  -2.744  -5.800
H  -1.946  -3.100  -4.191
H  -0.831  -4.566  -5.749
H  0.336  -3.480  -5.035
H  0.779  -3.784  -7.413
H  0.426  -2.111  -7.063
H  -0.645  -2.744  -9.133
H  -1.892  -2.391  -7.957
H  -0.937  -5.196  -8.751
H  -2.438  -4.426  -9.268
H  -2.220  -4.864  -7.578
C  -4.530  -4.849  2.077
C  -3.809  -3.679  1.418
C  -2.559  -3.233  2.177
C  -2.812  -2.715  3.596
C  -3.778  -1.535  3.693
C  -3.282  -0.293  2.963
H  -4.897  -4.590  3.071
H  -5.391  -5.150  1.478
H  -3.868  -5.712  2.170
H  -4.500  -2.840  1.298
H  -3.511  -3.977  0.408
H  -2.049  -2.460  1.592
H  -1.860  -4.074  2.235
H  -1.850  -2.423  4.031
H  -3.185  -3.531  4.221
H  -3.916  -1.288  4.749
H  -4.763  -1.817  3.313
H  -2.316  0.030  3.357
H  -3.988  0.530  3.090
H  -3.174  -0.471  1.890

Computed properties:
Electronic energy (Ha): -1647.31477
Net charge: +1
LUMO level (eV): -5.81
Gap between HOMO and LUMO (Ha): 0.24941

DFT (ωB97M-V/def2-TZVPD) results for C5H7N3O2S as an isolated structure.

Geometry (Å):
C  -2.995  2.957  -1.485
C  -2.232  0.450  -1.047
C  -3.512  0.848  -3.026
C  1.045  -0.777  -0.167
C  -0.525  0.491  1.246
N  -3.684  2.556  -2.369
N  -1.154  -0.202  -0.879
N  -0.361  -0.431  0.174
O  -2.377  3.455  -0.662
O  -2.676  0.177  -2.346
S  -4.490  0.578  -4.237
H  1.381  0.169  -0.489
H  1.617  -1.136  0.592
H  1.329  -1.369  -1.022
H  -1.517  0.223  1.797
H  0.263  0.246  1.870
H  -0.538  1.580  0.990
H  -0.722  -0.808  -1.750

Computed properties:
Multiplicity: 3
Electronic energy (Ha): -907.31026
Net charge: 0
Expectation value of S²: 2.011
LUMO level (spin up / spin down) (eV): 0.18 / -2.63
Gap between HOMO and LUMO (spin up / spin down) (Ha): 0.22050 / 0.22402

DFT (ωB97M-V/def2-TZVPD) results for one molecule with the formula C5H11N.

Geometry (Å):
C  1.296  -1.610  0.712
C  1.238  -0.567  -0.397
N  0.680  0.643  0.156
C  0.069  1.767  -0.483
C  -0.700  0.896  0.465
C  -1.914  0.208  -0.227
H  1.744  -2.549  0.374
H  1.880  -1.235  1.559
H  0.287  -1.825  1.077
H  2.258  -0.342  -0.732
H  0.690  -0.951  -1.271
H  0.521  2.740  -0.283
H  -0.450  1.600  -1.429
H  -0.884  1.105  1.520
H  -2.810  0.494  0.332
H  -1.839  -0.883  -0.220
H  -2.118  0.498  -1.272

Computed properties:
SMILES string: CCN1C[C@H]1C
Electronic energy (Ha): -251.79950
Net charge: 0
LUMO level (eV): 1.20
Gap between HOMO and LUMO (Ha): 0.36802

DFT (ωB97M-V/def2-TZVPD) results for C4H7N5S as an isolated structure.

Geometry (Å):
C  0.291  -2.592  0.398
C  -0.584  0.392  -0.475
C  0.124  1.259  0.530
C  1.206  -0.978  -0.363
N  -0.637  -3.365  -0.070
N  0.463  -2.876  1.748
N  -1.048  -4.132  0.919
N  -0.418  -3.899  1.984
N  0.460  -0.237  -1.263
S  1.558  0.187  0.926
H  -1.289  -0.271  0.062
H  -1.240  0.791  -1.246
H  0.667  2.141  0.235
H  -0.456  1.474  1.332
H  2.090  -1.358  -0.881
H  1.047  -2.648  2.511
H  0.230  -0.604  -2.146

Computed properties:
Multiplicity: 3
Electronic energy (Ha): -828.24928
Net charge: 0
Expectation value of S²: 2.026
LUMO level (spin up / spin down) (eV): 0.49 / -4.25
Gap between HOMO and LUMO (spin up / spin down) (Ha): 0.17020 / 0.16202

DFT (ωB97M-V/def2-TZVPD) results for C51H60BN7NiPS6 as an isolated structure.

Geometry (Å):
Ni  1.768  0.796  0.250
C  1.113  1.245  -4.849
C  0.105  0.976  -3.787
C  -1.156  0.527  -4.059
C  -2.061  0.279  -2.993
N  -1.722  0.508  -1.752
N  -0.515  0.958  -1.465
B  -0.147  1.448  -0.052
N  -0.201  3.002  -0.094
N  -1.226  3.489  -0.785
C  -1.447  4.769  -0.839
C  -0.635  5.672  -0.103
C  0.443  5.201  0.586
C  1.344  6.083  1.374
C  0.710  3.795  0.524
S  2.129  3.138  1.140
C  -2.590  5.274  -1.689
C  -2.048  6.300  -2.692
C  -3.640  5.934  -0.785
C  -3.241  4.120  -2.448
N  -1.063  0.940  1.107
N  -2.369  1.139  1.002
C  -3.172  0.784  1.966
C  -2.688  0.161  3.146
C  -1.349  -0.020  3.297
C  -0.731  -0.639  4.498
C  -0.510  0.422  2.229
S  1.156  0.302  2.381
C  -4.659  0.995  1.795
C  -4.897  2.055  0.719
C  -5.308  1.461  3.105
C  -5.265  -0.365  1.412
C  0.439  1.168  -2.414
S  1.997  1.591  -1.919
C  -3.422  -0.330  -3.266
C  -3.979  0.094  -4.628
C  -3.231  -1.855  -3.251
C  -4.416  0.073  -2.181
H  0.773  0.871  -5.812
H  2.066  0.782  -4.601
H  1.284  2.318  -4.929
H  -1.447  0.344  -5.081
H  -0.859  6.726  -0.100
H  0.895  7.061  1.524
H  2.293  6.207  0.853
H  1.567  5.630  2.339
H  -1.618  7.166  -2.197
H  -2.856  6.646  -3.330
H  -1.282  5.850  -3.320
H  -3.231  6.775  -0.232
H  -4.035  5.210  -0.076
H  -4.462  6.299  -1.396
H  -2.539  3.685  -3.154
H  -4.107  4.488  -2.990
H  -3.555  3.347  -1.755
H  -3.370  -0.152  3.917
H  -1.488  -1.016  5.180
H  -0.121  0.098  5.019
H  -0.061  -1.444  4.198
H  -4.650  3.037  1.118
H  -5.937  2.060  0.407
H  -4.259  1.874  -0.139
H  -4.753  2.290  3.535
H  -5.363  0.660  3.837
H  -6.323  1.791  2.899
H  -4.897  -0.704  0.449
H  -6.348  -0.294  1.363
H  -5.005  -1.113  2.158
H  -3.448  -0.381  -5.449
H  -3.935  1.174  -4.749
H  -5.020  -0.215  -4.690
H  -2.521  -2.162  -4.017
H  -4.181  -2.344  -3.452
H  -2.866  -2.186  -2.281
H  -4.734  1.101  -2.325
H  -3.947  -0.014  -1.209
H  -5.292  -0.569  -2.228
N  1.504  -1.178  -0.586
S  2.564  -2.377  -0.501
C  1.552  -3.885  -0.553
C  0.175  -3.795  -0.454
C  -0.577  -4.954  -0.356
C  0.055  -6.187  -0.329
C  1.437  -6.266  -0.420
C  2.192  -5.111  -0.526
C  3.320  -2.436  -2.141
C  4.512  -1.745  -2.277
C  5.102  -1.669  -3.526
C  4.494  -2.269  -4.618
C  3.301  -2.960  -4.467
C  2.704  -3.045  -3.220
H  1.019  -1.189  -1.482
H  -0.295  -2.822  -0.443
H  -1.653  -4.897  -0.287
H  -0.528  -7.089  -0.227
H  1.928  -7.227  -0.399
H  3.268  -5.155  -0.588
H  4.969  -1.276  -1.419
H  6.041  -1.150  -3.636
H  4.957  -2.208  -5.590
H  2.833  -3.440  -5.314
H  1.778  -3.588  -3.087
S  6.225  -2.583  0.852
P  4.856  -1.859  2.098
S  4.162  -0.167  1.239
C  3.586  -3.135  2.480
C  2.233  -2.871  2.359
C  1.309  -3.858  2.649
C  1.737  -5.108  3.055
C  3.092  -5.371  3.184
C  4.021  -4.387  2.895
C  5.532  -1.473  3.751
C  4.704  -0.803  4.645
C  5.158  -0.533  5.922
C  6.428  -0.938  6.306
C  7.252  -1.602  5.410
C  6.808  -1.870  4.126
H  1.907  -1.898  2.029
H  0.255  -3.650  2.545
H  1.013  -5.881  3.269
H  3.419  -6.347  3.508
H  5.082  -4.580  2.974
H  3.714  -0.502  4.326
H  4.521  -0.009  6.620
H  6.771  -0.746  7.311
H  8.240  -1.914  5.716
H  7.441  -2.387  3.416

Computed properties:
Electronic energy (Ha): -6626.22872
Net charge: +1
LUMO level (spin up / spin down) (eV): -3.64 / -4.89
Gap between HOMO and LUMO (spin up / spin down) (Ha): 0.18902 / 0.14291

DFT (ωB97M-V/def2-TZVPD) results for one molecule with the formula C19H25ClN2O2.

Geometry (Å):
C  -3.275  -2.835  -0.242
C  -3.051  -1.656  0.695
C  -3.566  -0.351  0.094
C  -3.310  0.842  1.013
C  -3.595  2.205  0.342
N  -2.444  3.014  -0.004
H  -1.847  3.132  0.807
C  -1.662  2.614  -1.158
C  -0.819  1.365  -1.018
C  -0.900  0.333  -1.939
C  -0.134  -0.804  -1.775
C  0.723  -0.959  -0.691
C  0.814  0.082  0.249
C  0.054  1.227  0.054
H  0.132  2.038  0.763
O  1.647  -0.085  1.330
C  1.949  1.031  2.131
H  1.082  1.354  2.717
H  2.734  0.699  2.808
H  2.322  1.867  1.532
O  1.388  -2.156  -0.671
C  2.498  -2.363  0.171
C  3.609  -1.365  -0.020
C  4.516  -1.101  1.000
N  5.490  -0.217  0.898
C  5.607  0.452  -0.230
C  4.776  0.273  -1.327
C  3.761  -0.661  -1.210
H  3.088  -0.836  -2.036
H  4.921  0.843  -2.230
Cl  6.882  1.607  -0.294
H  4.456  -1.619  1.948
H  2.853  -3.364  -0.104
H  2.196  -2.380  1.225
H  -0.183  -1.613  -2.486
H  -1.554  0.418  -2.794
H  -2.355  2.489  -1.995
H  -1.002  3.458  -1.394
H  -4.175  2.053  -0.571
H  -4.198  2.820  1.017
H  -3.929  0.737  1.906
H  -2.267  0.818  1.338
H  -3.067  -0.187  -0.861
H  -4.639  -0.435  -0.097
H  -1.981  -1.556  0.895
H  -3.553  -1.843  1.648
H  -2.906  -3.756  0.204
H  -4.335  -2.958  -0.457
H  -2.750  -2.674  -1.181

Computed properties:
SMILES string: CCCCCNCc1ccc(OCc2ccc(Cl)nc2)c(OC)c1
Electronic energy (Ha): -1459.15336
Net charge: 0
LUMO level (eV): 0.63
Gap between HOMO and LUMO (Ha): 0.32806

DFT (ωB97M-V/def2-TZVPD) results for one molecule with the formula C5H7NO.

Geometry (Å):
O  2.618  -1.654  -0.335
C  2.540  -0.244  -0.360
C  1.159  0.253  -0.245
C  0.012  0.609  -0.130
C  -1.372  1.013  0.010
C  -2.431  -0.018  -0.153
N  -2.153  0.545  1.160
H  2.178  -1.958  0.469
H  3.157  0.211  0.429
H  2.962  0.069  -1.320
H  -1.587  2.039  -0.279
H  -2.100  -1.029  -0.379
H  -3.389  0.262  -0.582
H  -1.593  -0.097  1.715

Computed properties:
SMILES string: OCC#C[C@H]1CN1
Electronic energy (Ha): -324.60129
Net charge: 0
LUMO level (eV): 0.78
Gap between HOMO and LUMO (Ha): 0.36883

- Which of these has the highest electronic energy?
  C5H11N